Entry 1:
A molecular structure, C11H14Br30O3S. Source: the Open Molecules 2025 dataset; level of theory: the ωB97M-V functional and the def2-TZVPD basis.

Structure (XYZ):
```
59
Properties=species:S:1:pos:R:3:forces:R:3
C 4.3475 0.1890 -2.9188 -0.099 -0.014 -0.016
O 3.5477 0.0776 -1.7169 0.044 0.015 -0.090
S 2.1014 -0.6040 -1.8227 0.126 -0.060 -0.071
O 2.2045 -1.7587 -2.6920 -0.105 0.290 0.093
O 1.3717 0.5153 -2.7861 -0.060 -0.221 -0.067
H 3.7120 0.2925 -3.8006 0.074 -0.002 0.114
H 4.9797 -0.6925 -3.0171 -0.063 0.055 0.016
H 4.9505 1.0842 -2.7872 0.005 -0.068 -0.025
H 0.9114 1.1595 -2.2313 0.037 0.030 0.059
C -1.6196 -2.4479 -2.0233 0.119 -0.062 -0.082
Br -2.3996 -4.1980 -1.9743 -0.068 0.063 -0.071
Br -2.8866 -1.1084 -2.5766 -0.009 -0.011 -0.032
Br -0.8299 -1.9894 -0.3276 -0.066 -0.042 0.011
H -0.8210 -2.4622 -2.7579 -0.049 0.013 0.102
C -1.6008 1.7135 2.4051 0.024 0.062 0.083
Br -0.4778 1.5948 0.8444 0.040 0.094 0.034
Br -3.3939 2.2484 1.9596 0.036 0.012 -0.073
Br -1.5824 0.0708 3.3930 -0.035 -0.085 -0.017
H -1.1794 2.4838 3.0414 -0.046 -0.087 -0.064
C -4.2848 3.7756 -1.8932 0.067 0.160 0.219
Br -2.8512 2.5628 -2.2822 -0.016 -0.009 -0.046
Br -4.7643 4.8304 -3.4324 -0.004 -0.034 -0.047
Br -5.8068 2.8535 -1.1689 -0.012 0.005 -0.012
H -3.9310 4.4646 -1.1332 -0.045 -0.077 -0.089
C 0.4650 0.7139 7.3758 -0.009 0.023 0.072
Br 1.9520 -0.4799 7.1667 -0.031 -0.049 0.010
Br 0.4517 2.0668 6.0025 0.045 0.100 0.024
Br -1.2080 -0.2306 7.4390 0.002 0.003 0.009
H 0.5845 1.2269 8.3230 -0.008 -0.056 -0.109
C -2.1341 -7.9920 0.7959 -0.058 -0.017 0.092
Br -0.9124 -9.4020 0.3321 -0.006 -0.050 0.065
Br -1.2420 -6.2981 0.9568 0.065 -0.019 0.051
Br -3.6023 -7.8871 -0.4435 -0.042 -0.009 -0.030
H -2.5499 -8.2350 1.7667 0.044 0.036 -0.115
C 5.9646 1.9934 6.6674 0.061 0.148 0.096
Br 7.0125 1.9124 5.0556 0.011 -0.083 -0.055
Br 4.1628 2.5482 6.3031 0.021 0.035 -0.009
Br 6.0134 0.3222 7.6167 -0.001 0.003 -0.001
H 6.4180 2.7428 7.3063 -0.045 -0.082 -0.077
C -5.1687 -2.7014 -6.3351 0.128 0.026 0.009
Br -5.3133 -4.3566 -5.3659 -0.086 0.053 0.034
Br -5.3313 -2.9804 -8.2307 0.011 0.001 0.000
Br -6.4366 -1.4031 -5.7030 0.019 0.006 0.025
H -4.1767 -2.3066 -6.1493 -0.104 -0.029 -0.002
C -4.8126 8.2466 -1.7536 -0.022 -0.086 -0.072
Br -4.8045 9.8995 -2.7321 -0.001 -0.006 0.012
Br -3.1741 7.9922 -0.7767 0.013 -0.042 0.002
Br -6.3462 8.1004 -0.6052 0.000 -0.008 0.003
H -4.8764 7.4382 -2.4719 0.007 0.104 0.054
C 9.4187 4.7734 4.0505 -0.053 -0.141 -0.023
Br 9.6570 5.6345 2.3487 0.001 0.002 0.004
Br 11.0967 4.4803 4.9403 -0.002 -0.001 0.002
Br 8.1858 5.7369 5.1645 -0.022 0.041 0.030
H 8.9809 3.7998 3.8623 0.046 0.113 0.024
C -1.5091 -8.0072 -4.3416 -0.004 -0.089 -0.047
Br -2.2224 -9.7742 -4.0544 0.014 0.008 -0.011
Br -2.8939 -6.7636 -4.8258 0.063 -0.017 -0.053
Br -0.5284 -7.3972 -2.8122 0.134 0.047 -0.025
H -0.8182 -8.0686 -5.1743 -0.088 0.010 0.083
```
Forces are in eV/Å.

The value obtained for the LUMO energy is -0.34 eV. The total charge is 0. The largest force on an atom is 0.32 eV Å⁻¹. Its gap between HOMO and LUMO is 9.537 eV. The calculation puts the HOMO energy at -0.3629 Eh.

Entry 2:
2 unconnected molecules or ions with the total composition C11H14Cl2F3NO6P. Source: the Open Molecules 2025 dataset; level of theory: the ωB97M-V functional and the def2-TZVPD basis.

Structure (XYZ):
```
38
Properties=species:S:1:pos:R:3:forces:R:3
O 1.7933 -2.0710 2.3935 -0.016 0.692 -0.385
C 1.0243 -1.2787 1.9214 -0.123 -1.240 0.271
O -0.3190 -1.5221 2.0501 1.043 1.765 -0.966
C -1.1277 -0.5571 1.3615 -1.509 1.416 -0.249
C -2.6749 -0.9423 1.3373 0.230 0.047 0.167
O -2.8927 -2.3408 1.3666 -0.093 0.840 0.149
C -3.2653 -0.2956 0.0241 -0.367 0.662 0.192
F -2.7799 1.0051 -0.0972 -0.553 -1.644 0.179
F -4.6325 -0.1721 0.0832 1.977 -0.595 -0.389
F -2.8759 -0.9621 -1.1100 -0.729 0.705 1.343
C 1.6268 -0.0637 1.1522 0.118 2.207 -1.300
C 1.3748 1.3358 1.5913 1.155 -1.285 -1.594
C 1.9662 2.4403 0.8769 -0.689 -1.723 0.873
N 2.7454 2.1938 -0.2301 -0.551 -1.365 0.834
C 3.0089 0.9186 -0.6906 -0.953 -0.849 1.266
C 2.4722 -0.2809 -0.0281 0.133 1.946 0.243
C 2.8869 -1.6554 -0.6243 0.259 0.561 0.898
P 1.4984 -2.6343 -1.3983 -1.496 -2.670 -2.776
O 1.3472 -2.4477 -2.8643 0.466 0.738 1.492
O 1.8902 -4.2477 -1.1569 0.303 3.036 1.191
O 0.0354 -2.4006 -0.6772 1.897 0.130 0.193
H -0.8340 -0.3692 0.2987 0.231 -0.517 0.982
H -1.0810 0.4432 1.8846 -0.021 -1.083 -0.482
H -3.2121 -0.4483 2.1871 0.505 -0.260 -0.739
H -3.3066 -2.5621 2.2196 0.232 0.016 -0.570
H 0.7093 1.4523 2.4756 0.815 0.379 -0.865
H 1.8062 3.4937 1.2025 0.239 -1.014 -0.512
H 3.1633 3.0024 -0.7037 -0.210 -0.515 0.094
H 3.6549 0.8457 -1.5931 -0.636 0.077 0.843
H 3.4274 -2.2693 0.1561 -0.759 0.718 -0.595
H 3.6477 -1.4662 -1.4357 -1.046 -0.376 0.604
H 2.5869 -4.2499 -0.4662 -0.523 -0.656 -0.351
H -0.6519 -2.1511 -1.3243 0.485 -0.226 -0.025
C -2.7019 3.9709 -2.1140 -0.316 0.141 -0.205
Cl -2.7646 5.7287 -1.9730 -0.034 -0.097 -0.031
Cl -1.3211 3.3038 -1.2275 0.252 -0.042 0.009
H -3.6169 3.5505 -1.7051 0.153 0.038 0.097
H -2.6079 3.7036 -3.1629 0.130 0.045 0.114
```
Forces are in eV/Å.

The value obtained for the LUMO energy is -5.37 eV. The total charge is +1. The largest force on an atom is 4.13 eV Å⁻¹. Its gap between HOMO and LUMO is 8.005 eV. The calculation puts the HOMO energy at -0.4917 Eh.